1.
89
Properties=species:S:1:pos:R:3:lowdin_charge:R:1 method="wB97M-V/def2-TZVPD" fmax_ev_per_a=5.65 total_energy_ha=-3034.80096 smiles="O=S1(=O)CCCC1.O=S1(=O)CCCC1.O=S1(=O)CCCC1.CC(C)=O.CC(C)=O.CC#N.CC#N.CC#N.CC#N" gap_ev=9.19 lumo_ev=-0.4
S 3.42675 -7.36329 -4.22581 0.73
S -1.90326 0.97222 1.71397 0.73
S -6.25091 -2.75591 -5.32285 0.66
O -7.52558 7.65556 1.88445 0.03
O -0.30907 7.21519 -3.68822 0.03
O 2.20150 -7.24497 -5.03260 -0.35
O 4.70845 -7.66270 -4.90493 -0.36
O -3.17788 0.35615 2.14415 -0.35
O -7.40920 -3.08293 -4.50839 -0.33
O -5.64967 -3.75908 -6.12724 -0.32
O -1.84631 2.24256 0.98105 -0.37
N 3.68530 1.31696 8.05973 0.11
N 7.25806 -2.34914 0.56511 0.11
N 4.50845 4.32898 1.51348 0.12
N 2.11525 -8.25545 6.36788 0.12
C -0.00569 -0.91663 2.15725 -0.23
C -6.53881 -1.29628 -6.36356 -0.22
C 6.12237 6.29519 2.00895 -0.07
C 4.41099 3.59503 6.88734 -0.07
C -5.16827 -0.57240 -6.34882 -0.23
C -4.86487 -2.03406 -4.33654 -0.19
C 6.99164 -1.57360 1.39171 -0.29
C 6.67214 -0.58142 2.43381 -0.07
C -0.65529 -0.20965 1.00675 -0.23
C 5.25822 5.14609 1.69617 -0.29
C 1.11220 -6.50059 4.66324 -0.08
C -6.82205 6.68143 2.21302 -0.47
C 3.95335 -6.38520 -1.78095 -0.20
C -5.34145 6.69054 1.87576 -0.03
C 1.68045 -7.46570 5.58508 -0.28
C 2.98387 -7.55816 -1.64213 -0.27
C -1.71212 5.25659 -3.62201 -0.03
C 3.21550 -8.46924 -2.76315 -0.23
C -4.54796 -0.60749 -4.94268 -0.19
C 0.13763 0.03655 3.38558 -0.19
C -0.46719 6.04262 -3.28870 -0.45
C 0.69037 5.38647 -2.52911 -0.03
C -0.79289 1.23836 3.17905 -0.22
C 3.76623 -5.85207 -3.26144 -0.20
C 3.99107 2.31551 7.56048 -0.27
C -7.34992 5.51876 3.00379 -0.03
H 6.17970 6.40468 3.09192 0.08
H 5.41425 3.44112 6.49003 0.07
H 4.25208 -8.80311 -2.71699 0.10
H 0.10473 -6.84798 4.43423 0.09
H -0.22691 2.11439 2.86226 0.09
H -7.30874 -0.68697 -5.89022 0.10
H 7.15991 6.23948 1.67953 0.08
H 0.88176 -1.47057 1.85117 0.11
H -0.73109 -1.66303 2.48095 0.11
H -5.19675 0.47292 -6.65637 0.11
H 1.73993 -6.42559 3.77531 0.08
H -7.78431 4.86861 2.24437 0.09
H 3.88488 -5.67767 -0.95463 0.11
H 6.95976 0.38933 2.03006 0.08
H 2.90978 -5.17989 -3.20870 0.10
H 1.17121 4.55886 -3.05059 0.08
H 2.58183 -9.31709 -3.02335 0.12
H -4.14367 -2.84409 -4.22779 0.10
H 1.95358 -7.21026 -1.71670 0.12
H -6.60537 4.96656 3.57721 0.08
H 3.77663 3.84367 6.03653 0.07
H 4.33690 4.37695 7.64313 0.08
H -4.97656 0.20641 -4.35789 0.11
H -4.71076 6.07495 2.51715 0.07
H -0.28725 -0.50319 4.23190 0.11
H 3.05027 -8.08632 -0.69096 0.12
H 1.18354 0.34007 3.43073 0.11
H -2.37256 5.95616 -4.13439 0.08
H -4.91499 7.69316 1.90715 0.08
H 0.34263 5.12686 -1.52922 0.08
H 4.61913 -5.31591 -3.67761 0.10
H 1.53374 6.07679 -2.51209 0.07
H -1.15628 -0.79947 0.23915 0.11
H -5.33250 -1.91284 -3.35944 0.08
H -2.18360 4.83393 -2.73479 0.08
H -8.10731 5.84037 3.71865 0.09
H -3.47352 -0.44115 -5.02017 0.11
H -7.00046 -1.46549 -7.33636 0.11
H -5.36060 6.28963 0.86235 0.09
H -1.50897 4.52259 -4.40181 0.08
H -4.58046 -1.12810 -7.07942 0.11
H 1.16794 -5.54692 5.18811 0.08
H 0.01574 0.49316 0.51292 0.10
H -1.34786 1.61758 4.03712 0.10
H 5.70338 7.18177 1.53301 0.08
H 4.96906 -6.76189 -1.66040 0.11
H 7.24471 -0.87404 3.31394 0.08
H 5.62198 -0.76360 2.66201 0.08

---

2.
94
Properties=species:S:1:pos:R:3:lowdin_charge:R:1 method="wB97M-V/def2-TZVPD" relative_energy_kj_mol=436.1 total_charge=+1 fmax_ev_per_a=14.12 total_energy_ha=-2338.54907 gap_ev=3.61 lumo_ev=-5.6
O -4.53895 -59.38180 50.48793 -0.02
O -8.20164 -61.56151 49.54804 0.22
O -11.28589 -61.66145 46.24684 0.05
O -12.70537 -65.25364 48.15551 0.07
O -4.35476 -57.88715 52.05191 0.08
O -10.38808 -60.17699 45.00434 0.04
O -9.56650 -66.50097 44.45899 0.01
O -10.27874 -66.88044 42.35298 0.05
O -13.57871 -65.39618 50.12740 0.01
O -5.59023 -63.97212 52.47359 -0.04
O -3.91377 -64.21636 51.03550 0.06
N -8.03876 -62.40590 48.64507 0.02
N -1.31084 -59.71858 47.91162 -0.09
N -11.27864 -60.56898 45.74869 -0.44
N -10.44266 -66.72943 43.58478 -0.37
N -4.62992 -64.65550 51.89660 -0.39
N -5.07241 -58.50248 51.26112 -0.35
N -14.96849 -61.71914 50.50389 -0.03
N -5.49087 -62.15629 42.85668 -0.03
N -13.64578 -65.55686 48.83830 -0.40
C -13.61331 -61.98832 50.30437 -0.08
C -9.10835 -64.36119 47.44802 -0.01
C -10.00056 -63.44541 49.61356 0.04
C -13.80820 -59.66871 50.97115 -0.07
C -14.77642 -66.10791 48.14290 0.06
C -3.35079 -59.74268 46.76152 -0.11
C -7.61681 -62.73689 46.18324 -0.15
C -7.94045 -64.16172 46.36310 -0.18
C -5.61624 -59.80677 43.53489 -0.03
C -2.32836 -59.36493 45.82012 -0.14
C -6.54244 -58.54509 51.56215 0.10
C -11.96642 -66.74248 44.07921 0.10
C -2.61521 -60.08800 48.10792 -0.13
C -1.04299 -59.35707 46.58140 -0.16
C -5.75717 -62.19212 47.76580 0.05
C -7.27194 -61.97781 47.48175 -0.36
C -15.14308 -60.31120 50.70568 -0.11
C -6.82588 -61.72432 42.59950 -0.10
C -7.46029 -60.47123 47.10182 0.03
C -7.74201 -64.60355 49.48615 -0.02
C -6.92787 -60.29269 43.01051 -0.09
C -4.74447 -61.11493 43.45543 -0.08
C -12.73233 -60.69010 50.70492 -0.01
C -4.61021 -66.21014 52.19261 0.07
C -8.63624 -63.62834 48.85674 -0.46
C -12.06224 -59.46413 46.40260 0.08
H -7.64005 -64.24085 50.56330 0.13
H -8.47878 -60.28038 47.09352 0.05
H -13.21917 -63.00082 50.01041 0.07
H 0.20125 -59.17620 46.27794 0.17
H -6.88638 -62.61854 45.30496 0.15
H -5.46283 -61.36545 48.51098 0.12
H -6.78887 -58.68634 50.53910 0.09
H -13.70258 -58.80394 51.27619 -0.03
H -16.17601 -59.64671 50.73328 0.15
H -8.21029 -64.56965 45.49108 0.05
H -2.27468 -58.91767 44.77201 0.10
H -7.42793 -62.46515 42.08060 0.09
H -11.80072 -67.15138 45.09172 0.09
H -7.62254 -59.55910 42.76500 0.05
H -7.06439 -60.25998 46.15949 0.07
H -4.46590 -66.65416 51.20325 0.08
H -5.60179 -62.89748 48.32390 -0.02
H -11.96949 -58.47889 45.79160 0.15
H -6.97506 -64.69472 46.45272 0.13
H -11.49057 -59.41240 47.24605 0.06
H -11.76941 -60.52977 50.81912 -0.01
H -0.64281 -59.61544 48.80139 0.21
H -8.06078 -65.64974 49.74701 0.13
H -10.48754 -64.28336 49.74014 0.04
H -5.01608 -61.98797 47.02984 0.09
H -7.02534 -64.92788 48.78307 0.08
H -5.02704 -62.96042 42.49012 0.13
H -6.68642 -59.36262 52.12234 0.07
H -8.56136 -62.40837 45.69259 0.13
H -12.40369 -67.43846 43.32215 0.11
H -9.36307 -65.48703 47.54116 0.15
H -6.90990 -57.69711 51.85814 0.05
H -15.74428 -65.39929 48.49065 0.20
H -4.41373 -60.04585 46.58233 0.04
H -9.95041 -62.88960 50.43984 0.04
H -15.68498 -62.36134 50.18183 0.13
H -14.88645 -66.95139 48.58300 0.04
H -7.01777 -59.81457 47.83596 0.09
H -10.35857 -62.47636 49.11299 0.13
H -5.29458 -58.96563 44.07342 0.05
H -3.73129 -61.34720 43.69734 0.07
H -14.74319 -66.20332 47.16064 0.05
H -2.92880 -60.55103 49.19112 0.13
H -3.76120 -66.38547 52.89293 0.11
H -10.04716 -63.79784 47.24285 0.10
H -12.93871 -59.97712 46.65594 0.08
H -12.25478 -65.79838 44.06975 0.03
H -5.71256 -66.38981 52.47845 0.12

---

3.
79
Properties=species:S:1:pos:R:3:lowdin_charge:R:1 method="wB97M-V/def2-TZVPD" relative_energy_kj_mol=55.7 total_charge=+1 s_squared=2.052 fmax_ev_per_a=6.56 total_energy_ha=-2796.36754 spin_multiplicity=3 gap_ev="7.40 / 7.86" lumo_ev="-4.1 / -3.6"
V 0.00000 0.00000 0.00000 0.56
P 0.91160 -2.13300 -0.25880 0.95
P 1.62410 1.65500 0.55680 0.90
O 1.07260 -0.52380 1.83550 -0.35
O 0.22110 -0.80280 3.99490 -0.04
C -0.05680 1.62930 -4.92200 -0.16
C -1.63530 0.83240 1.34280 -0.21
C -3.08210 -1.87910 -0.84680 -0.02
C 1.37720 -1.37840 -5.21440 -0.16
C 1.38190 -3.17160 1.29930 -0.24
C -1.72890 3.12300 -0.02640 -0.02
C 1.95830 3.27910 -0.38160 -0.24
C 2.55430 -1.09880 3.73040 -0.02
C -2.14520 -1.68420 2.12680 0.00
C -1.88500 -0.60870 1.05800 -0.24
C -1.63620 1.43460 2.75980 0.00
C -0.96040 -0.74750 -4.54400 -0.11
C 1.54040 0.39500 -3.41940 -0.12
C 3.44860 1.23250 0.84690 -0.21
C -2.87140 1.16580 -2.09260 -0.01
C -0.19920 -3.65430 -0.62120 -0.24
C -1.99910 0.62460 -0.93580 -0.24
C -0.91730 0.47990 -5.47100 -0.15
C 0.52230 1.26420 -3.57160 -0.11
C 2.63570 -2.61260 -0.91720 -0.23
C 1.38420 2.59120 2.19380 -0.21
C 2.24470 -0.27860 -4.58580 -0.17
C -1.63430 1.59060 0.09490 -0.26
C 1.20970 -0.78450 3.14850 -0.57
C -2.14960 -0.73450 -0.36780 -0.23
C 0.05950 -1.58800 -4.46670 -0.11
H 0.00160 1.76670 -2.79920 0.07
H 2.51680 -2.09580 4.21740 0.11
H -1.44720 2.50510 2.75830 0.07
H 3.99020 2.08340 1.25950 0.05
H 2.61270 3.93490 0.19230 0.05
H 0.75040 1.85900 -5.61800 0.11
H 3.03710 -3.52590 -0.47970 0.05
H -1.39770 3.46770 -1.00520 0.07
H 0.39800 -4.47890 -1.01160 0.05
H 3.35410 -1.13450 2.97200 0.07
H 1.95230 0.03670 -2.50480 0.06
H 2.51060 0.46680 -5.33560 0.11
H -1.12350 3.63140 0.71920 0.06
H 1.60390 -4.21400 1.06610 0.06
H 2.27690 -2.77600 1.78120 0.03
H -1.91390 0.80760 -5.75620 0.11
H 0.57160 -3.18010 2.02900 0.05
H 1.91230 -2.32010 -5.32410 0.11
H 2.25620 3.20570 2.41550 0.05
H -1.91270 -1.07790 -4.22650 0.08
H 2.81390 -0.33650 4.49440 0.10
H -2.41950 2.00360 -2.61530 0.07
H 1.03040 3.81610 -0.57320 0.02
H 1.16720 -1.11250 -6.24910 0.11
H -0.91010 0.95990 3.41580 0.06
H -2.75920 3.45160 0.10840 0.10
H 1.24510 1.92640 3.04280 0.04
H 3.35260 -1.81750 -0.71560 0.04
H -4.11060 -1.61480 -0.60070 0.10
H 2.61470 -2.81550 -1.97720 0.03
H -2.88040 -2.80720 -0.31540 0.06
H -3.20300 0.40850 -2.79870 0.07
H 3.19900 -0.67960 -4.24470 0.10
H -3.08540 -2.11540 -1.90470 0.07
H -0.62300 2.55690 -4.83920 0.11
H -3.20940 -1.75550 2.34930 0.10
H -0.51240 0.17870 -6.43620 0.10
H -0.72050 -4.00750 0.26820 0.04
H -1.62810 -1.45560 3.05830 0.06
H -3.79580 1.55750 -1.66800 0.10
H -0.99250 -3.44910 -1.33210 0.01
H 2.45690 3.08710 -1.33130 0.04
H 3.53960 0.39950 1.54350 0.01
H 3.93220 0.95290 -0.08850 0.04
H -1.80530 -2.66410 1.79940 0.06
H -2.61440 1.29170 3.21790 0.10
H -0.06860 -2.57930 -4.10860 0.09
H 0.53420 3.26390 2.13330 0.03